A molecular structure, F16N8Na5O32S16 in a non-equilibrium geometry. Source: the OMol25 dataset; level of theory: ωB97M-V with the def2-TZVPD basis set.

The geometry in XYZ format:
```
77
Properties=species:S:1:pos:R:3:forces:R:3
O -20.2488 25.8578 19.6643 0.742 -0.393 0.162
O -13.3033 24.6716 9.1545 -1.166 0.356 0.308
O -20.5915 23.2292 10.9303 -0.643 1.068 -0.546
N -22.8133 25.6180 17.0259 -2.202 -2.664 -1.381
Na -14.1679 26.3181 13.1966 -0.270 0.286 0.444
O -14.4149 26.8897 9.2778 0.217 -1.092 0.602
O -13.2058 26.1811 18.6179 -0.034 -0.598 -0.134
O -23.0500 24.1936 12.4377 0.789 0.002 -0.804
F -14.5550 22.8152 16.0300 -0.164 0.548 0.203
O -12.6242 29.5132 16.1324 0.202 -1.053 -1.136
N -22.5473 24.4711 9.8755 -1.503 1.505 2.674
O -11.2510 27.8516 12.4195 -0.630 -0.242 1.579
O -20.5505 24.5240 16.6040 -0.684 0.572 -0.804
S -13.1667 24.7473 18.7580 2.564 1.997 5.087
O -21.7036 25.8962 14.7926 0.485 -0.560 0.823
O -16.7369 25.5641 9.3575 1.606 -0.078 0.398
S -16.0942 19.8302 13.5832 1.601 -2.497 -0.496
F -17.9740 23.2222 15.3391 -0.248 -0.377 0.901
S -23.7206 24.3839 16.2637 -0.965 -0.840 0.304
Na -21.5500 28.1429 13.6590 0.367 -1.502 -0.078
F -13.5825 24.4500 20.2650 -0.733 0.361 -0.015
N -17.5979 25.4436 15.7046 0.145 4.856 -0.945
O -12.1740 27.1276 15.5318 0.257 0.712 -0.350
Na -16.3303 25.5968 17.6054 1.068 0.605 -0.112
F -18.2947 20.5199 10.6399 -0.080 -0.604 0.500
F -17.0872 24.6650 11.4748 0.528 0.369 0.126
S -13.9426 25.7028 9.9404 5.249 2.542 -2.516
O -20.1869 25.1171 9.3956 -0.585 -0.674 -0.067
F -24.1445 25.7833 11.1094 0.223 -0.032 -0.402
S -21.5178 25.5283 16.1882 3.119 1.528 -0.347
N -14.7245 25.2135 11.1821 -3.336 -1.467 -1.293
Na -18.4322 23.5181 18.0001 -0.801 -0.183 -0.667
F -17.2313 27.8640 16.0322 0.467 -0.555 0.181
S -21.0644 24.0699 9.8543 4.384 -2.226 -0.940
F -12.7028 26.2351 10.7935 0.054 0.173 0.367
N -14.3951 24.0734 18.0890 1.186 -0.653 -3.720
S -11.9152 28.8871 13.1745 0.006 0.302 -3.787
O -18.7057 27.4999 20.5857 0.819 -1.295 -0.962
O -16.8257 19.7109 14.8037 -0.371 0.362 -0.468
S -17.7100 24.5409 14.4709 0.017 -7.554 -3.091
O -18.3087 24.4219 21.7946 -0.211 2.043 -1.220
O -16.6315 27.2070 13.8205 -0.172 -1.194 0.690
O -24.8606 24.8183 15.5158 0.414 0.809 0.636
O -14.3394 25.1779 15.7301 0.022 -0.052 0.659
N -17.7732 25.2880 19.4088 -1.484 1.825 0.279
F -20.8356 26.8514 16.7751 -0.352 0.123 -0.087
F -21.1938 23.0103 8.6556 0.086 0.526 -0.233
O -16.3926 25.9877 21.4248 -0.933 0.520 -0.310
S -13.7429 24.1151 16.5002 -1.761 -2.692 -2.378
S -22.7000 25.0902 11.3809 -3.470 0.397 0.783
F -12.6226 29.6164 11.9545 0.152 0.952 0.116
O -16.4137 24.1651 13.9313 -0.460 1.284 -0.010
N -13.4264 28.5432 13.8614 3.588 0.681 -1.144
O -15.1678 20.9171 13.4710 0.570 -0.009 0.015
O -11.8888 24.0999 18.7707 -0.483 0.065 -0.898
S -17.6170 26.9160 14.8239 -1.932 2.722 1.582
F -18.8533 27.0491 18.2038 0.831 0.173 0.376
N -16.8221 19.4383 12.1080 2.010 -0.133 3.780
O -21.9279 26.2572 11.7250 0.632 0.068 -0.290
O -12.4094 23.7035 16.1573 -0.871 0.927 1.045
O -18.8635 24.5481 13.6159 1.434 1.403 0.946
O -16.0913 23.2639 9.9111 1.757 1.394 0.471
F -15.1976 18.5071 13.6366 0.229 0.351 -0.229
S -17.8607 20.5789 12.2006 -4.829 2.949 -4.374
S -12.9098 28.3460 15.3308 -2.329 -0.413 4.835
S -16.0917 24.6671 10.2674 -4.917 -1.971 0.918
F -14.3954 27.9835 15.8529 0.140 -0.178 0.139
S -17.3708 25.0897 20.9077 3.928 -5.088 4.493
O -18.9735 27.3453 14.5702 1.036 -0.536 -0.224
S -18.9397 26.4293 19.6487 -3.486 1.794 -1.542
Na -14.6895 23.1304 12.3958 -0.954 -0.884 0.283
F -16.4470 23.7688 20.6489 -0.088 0.419 -0.884
O -23.0197 23.2582 15.6991 0.215 1.275 0.843
O -19.1043 20.2926 12.8829 1.707 0.394 -0.145
O -17.2848 21.9060 12.1763 -0.367 -0.594 1.436
O -11.0472 29.8192 13.8446 -1.215 -0.468 -0.123
F -24.3335 23.8106 17.6102 -0.118 0.117 0.172
```
Forces are in eV/Å.

Calculated values
- max |F| (eV/A) = 8.2
- net charge = -3
- calculated total energy (Eh) = -11626.34811
- lowest unoccupied orbital energy (eV) = 3.5
- HOMO energy (eV) = -3.58

Quick look at the Mulliken charges, all values in e: -0.60, -0.65, -0.36, -0.50, 0.88, -0.56, -0.59, -0.55, -0.30, -0.60, -0.54, -0.58, -0.37, 1.04, -0.29, -0.52, 1.04, -0.44, 1.07, 0.92, -0.28, -0.12, -0.54, 1.28, -0.36, -0.07, 0.79, -0.62, -0.37, 0.88, -0.17, 0.87, -0.29, 1.17, -0.24, -0.26, 1.03, -0.62, -0.59, 0.73, -0.64, -0.60, -0.63, -0.17, -0.23, -0.37, -0.32, -0.53, 0.94, 1.18, -0.29, 0.05, -0.22, -0.52, -0.62, 0.58, -0.13, -0.53, -0.53, -0.59, -0.48, -0.55, -0.32, 1.06, 1.02, 0.83, -0.15, 0.89, -0.33, 0.97, 0.91, -0.32, -0.48, -0.62, -0.12, -0.59, -0.28

---

2 unconnected molecules or ions with the total composition H3NO2Si in a non-equilibrium geometry. Source: the OMol25 dataset; level of theory: ωB97M-V with the def2-TZVPD basis set.

The geometry in XYZ format:
```
7
Properties=species:S:1:pos:R:3:forces:R:3
H 1.1729 -1.0077 1.1718 -1.785 2.911 -0.261
H -1.2121 -0.1715 1.5158 -1.036 -0.174 0.135
O 1.0710 0.0373 -1.6623 0.240 0.513 0.223
N 0.0542 -0.2104 -1.0457 0.704 0.838 1.048
Si -0.1182 0.3663 0.7834 3.007 -1.521 -0.846
O -0.8039 -0.9341 -1.4515 -1.673 -1.131 -0.608
H -0.1638 1.9201 0.6885 0.543 -1.437 0.310
```
Forces are in eV/Å.

Calculated values
- max |F| (eV/A) = 3.5
- calculated total energy (Eh) = -496.35377
- lowest unoccupied orbital energy (eV) = -0.6
- HOMO energy (eV) = -10.53
- energy above the lowest of the compared OMol25 structures with the same formula, charge and spin (kcal/mol) = 41.68

Quick look at the Mulliken charges, all values in e: 0.01, -0.04, -0.53, 0.78, 0.33, -0.53, -0.01

---

A molecular structure, C31H23Br4ClN7O5W in a non-equilibrium geometry. Source: the OMol25 dataset; level of theory: ωB97M-V with the def2-TZVPD basis set.

The geometry in XYZ format:
```
72
Properties=species:S:1:pos:R:3:forces:R:3
C 4.8069 0.1605 6.7503 0.424 0.431 0.240
C 0.8586 0.0983 1.7354 -0.011 -0.534 0.196
C 1.3911 -1.1611 2.0903 0.063 0.714 0.123
N -1.4643 3.4379 -5.7059 -0.043 -0.116 0.052
H 1.3893 -3.2617 1.6800 -0.001 -0.001 -0.016
H 5.7049 3.3641 5.8554 0.027 -0.038 -0.028
C 0.4501 2.5106 1.8769 -0.841 0.541 -0.938
H -4.6071 4.2923 -6.0366 0.010 -0.003 0.006
O -3.0380 0.0929 -2.9967 0.919 -0.182 0.771
H -2.9491 -3.4560 -1.5236 -0.011 -0.022 0.021
H -4.6439 0.6836 -5.2003 -0.008 -0.011 -0.007
C 1.5073 -4.0261 -4.0981 0.212 -0.092 -0.130
C 0.9974 -2.2909 1.4130 -0.547 -0.438 -0.636
C 3.8032 -0.0302 5.8576 -0.248 0.211 -0.628
C -4.3362 3.3185 -6.4437 -0.038 0.041 -0.036
Br 2.1068 -5.7082 -4.6537 -0.048 0.127 0.048
Cl -6.1471 -0.1034 1.4763 0.037 -0.038 -0.037
N -3.2472 -1.5543 -0.7670 0.267 0.236 -0.143
C 5.1542 2.4344 5.8052 0.199 -0.259 0.369
O -1.5379 1.0945 -0.8272 0.882 -1.211 -0.366
H 2.0995 -1.2396 2.8983 0.069 0.095 0.010
C 0.0938 -2.1955 0.3534 0.650 -0.683 0.551
H -6.4588 -2.9010 0.8895 -0.002 -0.007 0.013
C 3.4456 0.9885 4.9251 -0.194 -0.003 -0.043
C -4.2080 1.4988 -4.6188 0.026 -0.021 0.012
C -2.9878 1.0571 -3.8634 -0.047 0.415 -0.604
H -0.4957 3.3776 -5.4361 0.021 0.027 0.007
H 3.2425 -0.9554 5.8402 0.000 -0.010 -0.004
C -2.3239 2.6031 -5.1614 -0.019 0.207 -0.181
C 0.2779 -3.9279 -3.4488 -0.393 0.081 0.160
N -3.6122 2.5194 -5.4612 0.077 -0.064 0.071
C 0.6424 -1.5461 -3.2520 -0.026 -0.202 -0.234
H -5.2406 2.7869 -6.7267 -0.003 0.001 0.004
H -3.7320 3.4429 -7.3415 0.002 -0.011 0.001
C -0.0575 0.0943 0.6750 -0.506 0.805 -0.413
H -3.7489 0.2968 0.0575 0.005 -0.027 0.034
H 0.6584 3.4458 2.3789 0.024 -0.041 -0.025
C 5.5034 1.4055 6.7422 -0.728 -0.239 -0.541
N 2.4275 0.7021 4.0746 0.340 -0.920 0.713
C 2.2887 -2.8742 -4.3347 0.126 -0.105 -0.093
Br -0.8326 -5.3871 -3.0676 0.034 0.022 -0.018
C -4.7409 -3.3538 -0.3309 0.060 -0.011 -0.063
H -0.2094 -3.0672 -0.2137 0.006 -0.018 0.023
C 1.1022 1.3782 2.3571 0.558 0.063 1.357
C -0.1487 -2.6702 -3.0624 0.440 -0.181 -0.218
H 5.0679 -0.6088 7.4613 0.004 0.018 0.005
N -0.4131 -1.0272 -0.0120 -0.542 0.688 -1.042
H -4.9717 1.9030 -3.9499 -0.013 0.003 0.005
H -4.9873 -4.3960 -0.4746 0.006 -0.004 -0.003
C 1.8603 -1.6182 -3.9040 0.067 0.253 0.106
C 4.1528 2.2321 4.9216 -0.346 -0.207 0.049
C -0.6925 1.2784 0.2090 -0.034 -1.018 -0.131
C -5.1936 -1.1955 0.5655 -0.048 0.112 0.008
H -0.9398 3.3830 0.4618 -0.012 0.033 0.020
C -3.5996 -2.8426 -0.9177 0.028 -0.189 -0.006
O 6.4635 1.7074 7.5505 0.656 0.093 0.598
O 0.0680 -0.4435 -2.7270 -0.459 0.574 0.482
H 3.8590 3.0000 4.2205 0.034 -0.017 -0.014
Br 3.9283 -3.0163 -5.2236 -0.088 0.013 0.053
O -1.3200 -2.3605 -2.4635 -0.236 0.529 0.777
C -0.4499 2.4833 0.8059 0.740 0.684 1.079
H 6.1045 0.5709 9.2627 0.001 -0.035 0.014
C -5.5566 -2.5290 0.4223 0.001 -0.012 0.005
C 6.9211 0.7853 8.5767 -0.153 0.172 -0.270
Br 2.8368 -0.0398 -4.1330 -0.028 -0.074 -0.004
W -1.5832 -0.5715 -1.7917 -0.917 -0.609 -0.258
N 1.9282 1.6677 3.4280 -0.256 0.565 -1.295
N -1.9181 1.7105 -4.1878 -0.149 -0.238 0.245
C -4.0415 -0.7400 -0.0417 -0.011 0.146 0.183
H 7.3035 -0.1197 8.1095 -0.003 -0.030 0.021
H -1.7281 4.0996 -6.4174 -0.005 0.026 -0.012
H 7.7169 1.3125 9.0882 0.002 -0.007 0.006
```
Forces are in eV/Å.

Calculated values
- max |F| (eV/A) = 1.5
- net charge = +3
- calculated total energy (Eh) = -12777.11740
- lowest unoccupied orbital energy (spin up / spin down) (eV) = -10.4 / -10.4
- HOMO energy (spin up / spin down) (eV) = -13.84 / -13.84
- energy above the lowest of the compared OMol25 structures with the same formula, charge and spin (kcal/mol) = 0.00

Quick look at the Mulliken charges, all values in e: -0.36, 0.06, -0.13, -0.31, 0.48, 0.45, -0.15, 0.34, -0.81, 0.41, 0.38, 0.27, -1.30, -0.67, -1.02, -0.06, -0.15, -0.04, -0.92, -0.74, 0.61, -0.11, 0.49, 0.26, -0.19, 0.30, 0.25, 0.41, 0.34, -0.13, 0.03, 0.46, 0.36, 0.40, 0.19, 0.64, 0.54, 0.86, -0.26, 0.35, -0.06, -0.83, 0.64, -0.22, 0.26, 0.45, -0.05, 0.36, 0.48, -0.37, 0.05, 0.95, -0.20, 0.55, -0.14, -0.36, -0.56, 0.46, -0.08, -0.55, -1.17, 0.37, -0.10, -0.83, -0.05, 2.84, -0.44, -0.44, -0.31, 0.37, 0.23, 0.24

---

A molecular structure, C36H22BrCl5N4O4Re in a non-equilibrium geometry. Source: the OMol25 dataset; level of theory: ωB97M-V with the def2-TZVPD basis set.

The geometry in XYZ format:
```
73
Properties=species:S:1:pos:R:3:forces:R:3
H 1.6817 0.2697 -1.0538 0.280 0.024 0.038
H -1.0519 -3.4306 0.5010 -0.195 0.069 -0.066
C 3.7267 0.9535 6.0260 -0.015 0.031 -0.035
H 2.4244 2.9361 3.5946 0.015 0.002 0.017
Cl -2.1558 -0.1680 3.3737 -0.030 -0.079 -0.274
C 4.1547 -3.5405 -0.0239 -0.055 -0.034 -0.008
C 4.0794 -1.1356 -0.0270 0.391 -0.003 -0.055
C -3.9059 4.0019 -1.8099 0.276 0.243 -0.076
H -4.7147 4.3763 -2.4291 0.048 0.017 0.021
C -2.9456 -1.6383 -0.2632 0.000 -0.168 -0.022
H -1.6292 1.7984 -6.6931 0.027 -0.027 0.040
C 0.9197 -0.1510 -5.6180 -0.032 0.026 0.023
C 1.0164 0.7914 2.7219 0.398 -0.660 0.337
Cl -2.1736 -2.1527 -1.7535 -0.048 -0.392 0.407
C -4.9836 -1.6536 1.0115 -0.083 0.024 0.059
C 0.6004 -0.2080 -4.2658 -0.026 0.060 -0.081
Cl -5.1180 -0.8891 3.5834 0.101 -0.006 -0.076
H 2.5285 -5.7200 0.0261 -0.040 0.061 0.006
H -0.6566 4.7647 -1.1022 -0.058 -0.075 0.070
C 2.0260 -2.3676 0.0588 -0.586 0.260 0.075
O -0.1957 0.0638 -1.4361 -0.610 0.210 -0.799
C 3.4997 2.0930 5.2602 -0.031 -0.006 -0.029
O -2.2300 0.7004 -2.1456 0.081 0.179 0.029
C -1.0781 0.4201 -2.3498 0.277 -0.035 -0.266
C -0.9998 1.2312 -6.0184 0.010 -0.014 0.005
H 0.0533 -5.6301 0.2778 0.012 0.010 0.000
H -5.0617 2.4073 -1.0085 0.064 0.001 0.019
H -2.1995 1.6388 -4.2800 -0.004 -0.004 -0.005
H -2.4994 5.5697 -2.4603 -0.086 -0.076 0.058
C 3.0682 -0.2276 5.7163 -0.062 0.006 -0.079
N 0.6498 -2.3369 0.2112 0.254 -0.376 -0.068
C -0.5343 0.4383 -3.7650 0.073 -0.061 -0.008
C 0.0056 -3.4835 0.3096 0.290 0.091 0.028
N 0.6598 1.8658 2.1327 -0.624 -0.001 -0.684
C -0.6264 2.7359 0.4667 0.514 -0.236 0.546
H 5.8933 -2.3147 -0.0346 -0.038 0.012 0.002
C 2.1902 -0.2705 4.6387 0.058 -0.059 0.068
H 1.6693 -1.1851 4.3853 0.020 0.026 0.013
C 1.9602 0.8686 3.8728 -0.193 -0.342 -0.102
N -0.2689 1.5872 1.0877 0.095 0.105 0.262
H 4.6975 -4.4790 -0.0432 -0.036 0.061 0.006
C 0.6505 -4.7318 0.2150 -0.296 0.056 0.043
C -4.2742 -1.1657 2.1035 0.096 0.068 0.119
C 2.7385 -3.5695 0.0255 0.171 -0.253 -0.003
Re -0.2063 -0.3731 0.5069 0.071 0.815 0.684
H 4.6033 -0.1851 -0.0554 -0.011 -0.094 -0.014
C 4.8117 -2.3465 -0.0216 -0.059 0.124 -0.014
C 2.6185 2.0537 4.1897 0.024 0.058 0.055
C -1.7281 3.0512 -0.2707 -0.634 0.083 -0.380
H 1.7942 -0.6769 -5.9786 -0.042 0.034 0.015
H 3.2346 -1.1164 6.3150 -0.017 0.057 -0.054
C -4.3141 -1.9007 -0.1760 0.111 -0.039 -0.199
N 1.9349 0.0667 -0.0799 0.210 -0.505 -0.184
H 0.3806 0.6041 -7.5441 0.005 0.004 0.025
C 0.1224 0.5685 -6.4932 0.010 -0.008 0.025
H 0.0863 3.5431 0.6394 0.071 -0.098 -0.090
C 1.9994 -4.7740 0.0773 0.259 -0.102 -0.012
C -2.2018 -1.0619 0.7813 0.013 -0.158 0.025
C -1.6116 4.2455 -1.0806 -0.064 -0.127 0.139
C 2.7208 -1.1426 -0.0201 -0.131 0.381 0.100
C -2.9151 -0.8755 1.9807 -0.178 0.071 0.079
C -3.0445 2.3627 -0.1874 -0.009 0.043 -0.114
O -3.2817 1.4305 0.5769 0.195 0.332 -0.049
C -4.1093 2.9239 -1.0357 0.239 -0.117 0.141
H 4.0097 3.0184 5.5024 -0.031 -0.050 -0.017
C -1.3183 1.1515 -4.6756 0.013 0.018 0.005
Cl -6.6750 -1.9550 1.1330 0.102 0.006 0.000
O 0.6250 -0.4251 2.3220 0.123 0.342 0.334
H 4.4133 0.9894 6.8634 -0.026 0.008 -0.030
Cl -5.1875 -2.5406 -1.5206 0.057 0.026 0.053
Br 1.8361 -1.2495 -3.2368 -0.212 0.051 -0.065
C -2.6294 4.6939 -1.8334 -0.399 0.016 -0.239
H 2.4408 0.8572 0.3025 -0.090 0.092 0.231
```
Forces are in eV/Å.

Calculated values
- max |F| (eV/A) = 1.1
- calculated total energy (Eh) = -6858.33788
- lowest unoccupied orbital energy (spin up / spin down) (eV) = -1.1 / -1.3
- HOMO energy (spin up / spin down) (eV) = -6.87 / -7.11
- multiplicity = 4
- energy above the lowest of the compared OMol25 structures with the same formula, charge and spin (kcal/mol) = 29.23

Quick look at the Mulliken charges, all values in e: 0.20, 0.51, -0.36, 0.46, -0.21, -0.95, -0.66, -0.49, 0.39, 1.15, 0.40, -0.91, 0.45, -0.22, 0.48, 0.33, -0.19, 0.45, 0.36, 0.17, -0.43, -0.70, -0.45, 0.45, -0.80, 0.47, 0.45, 0.45, 0.40, -0.82, 0.35, 0.19, 0.10, -0.74, -0.91, 0.43, -0.24, 0.50, 0.22, 0.59, 0.41, -1.19, -0.05, 0.32, 1.96, 0.47, -0.80, -0.34, 0.96, 0.40, 0.39, -0.36, -0.11, 0.38, -0.45, 0.44, -0.56, -1.14, -1.01, 0.32, 0.73, 0.47, -0.50, -0.46, 0.39, -0.56, -0.20, -0.73, 0.39, -0.21, -0.07, -0.55, 0.33